(1)
The following is a DFT calculation (ωB97M-V/def2-TZVPD) of a gas-phase ion, C21H29N2S (charge +1) at a distorted geometry.

## Properties
lowest unoccupied orbital energy: -2.68 eV
ΔE to the lowest compared entry with this formula, charge and spin: 0.0 kcal per mole
molecular weight: 341.5 g/mol
HOMO: -10.1 eV
maximum force: 1.03 eV/A
SMILES string: CCc1ccc(C[NH+]2CCN(Cc3ccc(SC)cc3)CC2)cc1

```
! RIJCOSX wB97M-V def2-TZVPD def2/J DEFGRID3
* xyz 1 1
C 2.4921 3.9920 -1.2871
H 2.3527 3.3440 -2.1496
H 1.6009 3.9383 -0.6656
H 2.6057 5.0134 -1.6386
C 3.7303 3.5698 -0.4907
C 3.5768 2.1623 -0.0035
C 2.9475 1.8945 1.2077
C 2.7592 0.5953 1.6384
C 3.1926 -0.4756 0.8621
C 3.8393 -0.2121 -0.3415
C 4.0240 1.0897 -0.7675
H 4.5313 1.2761 -1.7017
H 4.2183 -1.0265 -0.9422
C 2.9653 -1.8906 1.3181
H 2.9498 -1.9378 2.4092
H 3.7602 -2.5417 0.9477
N 1.6582 -2.4440 0.8232
H 1.5642 -3.3972 1.1936
C 0.4910 -1.6720 1.3161
C -0.8116 -2.3343 0.8369
N -0.8748 -2.4728 -0.5948
C 0.2730 -3.1892 -1.0825
C 1.6066 -2.5483 -0.6551
H 1.6966 -1.5426 -1.0684
H 2.4464 -3.1518 -1.0020
H 0.2360 -3.2376 -2.1714
H 0.2248 -4.2152 -0.6992
C -1.2015 -1.2524 -1.3243
C -2.5091 -0.6796 -0.8494
C -2.6005 0.6280 -0.3976
C -3.8073 1.1548 0.0288
C -4.9496 0.3649 0.0162
C -4.8605 -0.9559 -0.4292
C -3.6577 -1.4679 -0.8590
H -3.5942 -2.4873 -1.2067
H -5.7516 -1.5637 -0.4384
S -6.5395 0.9052 0.5380
C -6.3130 2.6680 0.9051
H -7.2984 3.0356 1.1739
H -5.9558 3.1877 0.0211
H -5.6345 2.7940 1.7438
H -3.8413 2.1777 0.3663
H -1.7213 1.2585 -0.3861
H -1.2935 -1.5322 -2.3777
H -0.4165 -0.4821 -1.2472
H -1.6611 -1.7366 1.1703
H -0.9024 -3.3310 1.2830
H 0.5662 -0.6566 0.9246
H 0.5198 -1.6355 2.4056
H 2.2873 0.4151 2.5937
H 2.6101 2.7132 1.8249
H 4.6113 3.6484 -1.1287
H 3.8576 4.2437 0.3575
*
```


(2)
The following is a DFT calculation (ωB97M-V/def2-TZVPD) of C21H29N3O3 in the gas phase.

## Properties
lowest unoccupied orbital energy: 0.67 eV
ΔE to the lowest compared entry with this formula, charge and spin: 52.4 kcal per mole
molecular weight: 371.5 g/mol
HOMO: -8.2 eV
maximum force: 0.73 eV/A
SMILES string: CCOC(=O)C1(CCOc2ccccc2)CCN(Cc2cnc(C)[nH]2)CC1

```
! RIJCOSX wB97M-V def2-TZVPD def2/J DEFGRID3
* xyz 0 1
C 2.2313 4.8786 -1.4480
C 1.4494 4.3510 -0.2604
H 0.4367 4.7684 -0.2302
H 1.9442 4.5966 0.6861
O 1.3584 2.9299 -0.3764
C 0.6517 2.3007 0.5666
O 0.1197 2.8790 1.4789
C 0.6562 0.7902 0.3510
C -0.3310 0.1159 1.3100
C -1.7785 0.4743 0.9517
N -2.1431 0.1845 -0.4216
C -1.2250 0.8347 -1.3368
C 0.2468 0.4754 -1.0967
H 0.8757 1.0308 -1.7927
H 0.3957 -0.5901 -1.2837
H -1.5064 0.5678 -2.3585
H -1.3580 1.9152 -1.2150
C -2.3468 -1.2306 -0.7041
C -3.0402 -1.3870 -2.0124
C -2.7986 -2.1520 -3.1182
N -3.7436 -1.9183 -4.0696
C -4.5527 -1.0226 -3.5705
N -4.1704 -0.6695 -2.3143
H -4.5848 0.0202 -1.7095
C -5.7401 -0.4452 -4.2478
H -5.6387 0.6353 -4.3466
H -5.8296 -0.8863 -5.2353
H -6.6462 -0.6550 -3.6801
H -2.0116 -2.8586 -3.2899
H -2.9809 -1.6309 0.0957
H -1.4206 -1.8248 -0.7248
H -2.4641 -0.0600 1.6138
H -1.9257 1.5465 1.1078
H -0.1322 0.4364 2.3317
H -0.1914 -0.9661 1.2585
C 2.1003 0.3018 0.5865
C 2.6255 0.5600 2.0049
O 2.1297 -0.3481 2.9623
C 2.5752 -1.6363 2.9698
C 3.6170 -2.1398 2.1981
C 3.9848 -3.4702 2.3205
C 3.3279 -4.3106 3.1989
C 2.2892 -3.8104 3.9693
C 1.9143 -2.4884 3.8569
H 1.1103 -2.0810 4.4495
H 1.7682 -4.4560 4.6607
H 3.6212 -5.3457 3.2845
H 4.7970 -3.8474 1.7162
H 4.1547 -1.5119 1.5046
H 2.2933 1.5387 2.3611
H 3.7233 0.5523 2.0043
H 2.1391 -0.7716 0.3866
H 2.7555 0.8063 -0.1266
H 2.3102 5.9597 -1.3818
H 3.2296 4.4495 -1.4603
H 1.7284 4.6148 -2.3746
*
```


(3)
The following is a DFT calculation (ωB97M-V/def2-TZVPD) of C21H29N3O3S in the gas phase.

## Properties
lowest unoccupied orbital energy: 0.73 eV
ΔE to the lowest compared entry with this formula, charge and spin: 50.4 kcal per mole
molecular weight: 403.5 g/mol
HOMO: -8.0 eV
maximum force: 0.92 eV/A
SMILES string: CCOCCCNC(=O)CNC(=S)N(Cc1ccc(C)cc1)Cc1ccco1

```
! RIJCOSX wB97M-V def2-TZVPD def2/J DEFGRID3
* xyz 0 1
C 0.2638 5.1120 3.6579
H -0.6975 4.7917 4.0489
H 0.1372 5.4549 2.6348
H 0.6299 5.9316 4.2705
C 1.2436 3.9497 3.6966
O 1.3804 3.5320 5.0453
C 2.4580 2.6697 5.2949
C 2.3399 1.3007 4.6132
C 1.0014 0.6381 4.9502
N 0.7098 -0.4762 4.0731
C 0.1440 -0.2853 2.8674
O -0.2519 0.7933 2.4693
C -0.0094 -1.5486 2.0253
N -0.4377 -1.1700 0.7035
C 0.2691 -1.5239 -0.3992
N -0.0272 -0.8925 -1.5560
C 0.6425 -1.2263 -2.7987
C -0.3148 -1.8419 -3.7832
C -0.9742 -3.0215 -3.4564
C -1.8713 -3.5899 -4.3381
C -2.1337 -2.9986 -5.5698
C -1.4727 -1.8221 -5.8924
C -0.5764 -1.2469 -5.0081
H -0.0708 -0.3300 -5.2794
H -1.6615 -1.3468 -6.8446
C -3.0938 -3.6360 -6.5274
H -3.3867 -2.9391 -7.3087
H -3.9861 -3.9788 -6.0072
H -2.6297 -4.5026 -6.9988
H -2.3751 -4.5083 -4.0725
H -0.7728 -3.4934 -2.5061
H 1.0926 -0.3190 -3.2152
H 1.4383 -1.9364 -2.5547
C -1.0301 0.1526 -1.6246
C -0.6079 1.3873 -0.8843
C 0.6006 2.0108 -0.7800
C 0.3979 3.1210 0.0758
C -0.9145 3.0879 0.4255
O -1.5320 2.0440 -0.1488
H -1.5053 3.7173 1.0594
H 1.1321 3.8360 0.3847
H 1.5190 1.7120 -1.2430
H -1.1865 0.3764 -2.6842
H -1.9870 -0.1970 -1.2184
S 1.3990 -2.7421 -0.3223
H -0.8722 -0.2518 0.7156
H -0.7541 -2.2050 2.4924
H 0.9377 -2.0958 1.9500
H 1.1215 -1.3706 4.2862
H 0.2058 1.3746 4.8139
H 0.9901 0.2887 5.9840
H 2.4000 1.4272 3.5307
H 3.1753 0.6743 4.9303
H 2.4677 2.5435 6.3812
H 3.4048 3.1415 4.9856
H 0.8661 3.1295 3.0718
H 2.2250 4.2648 3.3089
*
```


(4)
The following is a DFT calculation (ωB97M-V/def2-TZVPD) of C21H29N3O4 in the gas phase.

## Properties
lowest unoccupied orbital energy: 0.57 eV
ΔE to the lowest compared entry with this formula, charge and spin: 32.1 kcal per mole
molecular weight: 387.5 g/mol
HOMO: -7.8 eV
maximum force: 0.70 eV/A
SMILES string: CCOC(=O)c1c(C)n(C)c2ccc(OC)c(NC(=O)CN3CCCCC3)c12

```
! RIJCOSX wB97M-V def2-TZVPD def2/J DEFGRID3
* xyz 0 1
C -1.1719 -4.3425 2.0905
C -1.0061 -3.3204 0.9756
H -0.1931 -3.5948 0.2985
H -1.9403 -3.2172 0.4144
O -0.6427 -2.0419 1.4977
C -1.6289 -1.1697 1.7560
O -2.8020 -1.4603 1.6597
C -1.1419 0.1435 2.1766
C -1.9093 1.0105 2.9392
N -1.2217 2.1604 3.1648
C 0.0015 2.0827 2.5435
C 1.0127 3.0260 2.4666
C 2.1395 2.7227 1.7303
C 2.2644 1.4935 1.0798
C 1.2466 0.5333 1.1542
C 0.0992 0.8202 1.9057
N 1.4277 -0.6998 0.5082
C 1.4848 -0.9638 -0.8203
O 1.5737 -2.1138 -1.2079
C 1.3763 0.2385 -1.7528
N 0.6030 0.0074 -2.9541
C 1.2586 -0.8358 -3.9405
C 0.4893 -0.7609 -5.2567
C -0.9472 -1.2262 -5.0455
C -1.5843 -0.3872 -3.9435
C -0.7399 -0.4716 -2.6753
H -1.1746 0.1592 -1.8934
H -0.7336 -1.5129 -2.3112
H -1.6356 0.6548 -4.2644
H -2.5972 -0.7342 -3.7313
H -1.5183 -1.1351 -5.9720
H -0.9480 -2.2775 -4.7481
H 0.4868 0.2728 -5.6076
H 0.9869 -1.3793 -6.0059
H 2.2765 -0.4628 -4.0831
H 1.3177 -1.8816 -3.6058
H 0.9116 1.0680 -1.2100
H 2.3873 0.5398 -2.0414
H 1.3154 -1.5198 1.0923
O 3.3557 1.1249 0.3439
C 4.4222 2.0302 0.2132
H 5.1619 1.5208 -0.4027
H 4.8691 2.2738 1.1827
H 4.1103 2.9530 -0.2872
H 2.9309 3.4512 1.6688
H 0.9380 3.9819 2.9608
C -1.6974 3.2616 3.9532
H -1.6283 3.0375 5.0215
H -2.7379 3.4777 3.7089
H -1.0995 4.1447 3.7419
C -3.2660 0.8106 3.5040
H -3.2521 0.9190 4.5886
H -3.6254 -0.1784 3.2393
H -3.9608 1.5454 3.0967
H -1.3913 -5.3160 1.6617
H -1.9920 -4.0509 2.7427
H -0.2600 -4.4113 2.6791
*
```


(5)
The following is a DFT calculation (ωB97M-V/def2-TZVPD) of 2 unconnected molecules or ions with the total composition C21H29N5O4 at a distorted geometry.

## Properties
lowest unoccupied orbital energy: 0.43 eV
ΔE to the lowest compared entry with this formula, charge and spin: 49.8 kcal per mole
molecular weight: 415.5 g/mol
HOMO: -8.0 eV
maximum force: 2.24 eV/A
SMILES string: CNC(=O)[C@H](Cc1ccc(O)cc1)NC(C)=O.CN(C)c1ccc(C(=O)NN)cc1

```
! RIJCOSX wB97M-V def2-TZVPD def2/J DEFGRID3
* xyz 0 1
O 2.6501 -1.9135 -0.8952
O -0.9852 0.8177 5.7432
O 3.4552 1.4251 3.1389
O -3.9900 -2.7256 0.8836
C 1.7791 -2.3064 -1.6653
C 0.0592 0.6171 5.1441
C 2.2632 1.6708 3.0549
C -2.9137 -0.5914 1.0906
C -1.5971 -2.6491 1.0566
C 1.1173 0.0234 -2.2730
C 0.1146 -1.7980 -3.4830
C 0.3941 0.9344 -3.0493
C -0.6011 -0.8812 -4.2594
C -1.7289 0.1571 1.2233
C -0.4133 -1.8961 1.1957
C -2.8488 -1.9990 1.0098
C 0.9919 -1.3594 -2.4772
C -0.4746 0.5035 -4.0651
C -0.4782 -0.4917 1.2841
N 2.3107 -4.6439 -0.9651
N 1.5721 -3.6792 -1.7437
N 1.8875 2.9559 3.1376
N -1.1860 1.4242 -4.8665
N 0.0809 0.6583 3.8137
C 1.3284 0.3213 5.9197
C 0.5462 3.5415 3.0993
C -1.9654 0.9749 -6.0410
C -1.1091 2.8777 -4.6057
C 0.7860 0.3344 1.4734
C 1.2481 0.5100 2.9345
H -4.7717 -2.1745 0.9243
H -3.8682 -0.0902 1.0484
H -1.5570 -3.7259 0.9876
H 1.7944 0.3982 -1.5089
H -0.0190 -2.8550 -3.6886
H 0.5414 1.9880 -2.8489
H -1.2608 -1.2764 -5.0212
H -1.7824 1.2348 1.2810
H 0.5463 -2.3959 1.2333
H 3.0447 -5.0884 -1.5208
H 2.7302 -4.1836 -0.1495
H 0.7657 -3.9828 -2.2865
H 2.6621 3.5925 3.2510
H -0.8186 0.7632 3.3731
H 2.0414 1.1314 5.7835
H 1.7603 -0.6160 5.5739
H 1.0811 0.2319 6.9765
H 0.0421 3.3817 4.0547
H 0.6199 4.6160 2.9245
H -0.0482 3.1002 2.2996
H -1.3403 0.3739 -6.7094
H -2.8245 0.3773 -5.7201
H -2.3447 1.8226 -6.6197
H -0.0892 3.2396 -4.7704
H -1.7764 3.4403 -5.2653
H -1.4049 3.0962 -3.5748
H 0.6125 1.3161 1.0327
H 1.5997 -0.1231 0.9100
H 1.7708 -0.4046 3.2165
*
```


(6)
The following is a DFT calculation (ωB97M-V/def2-TZVPD) of a molecular structure, C21H30AgFNO9 at a distorted geometry.

## Properties
lowest unoccupied orbital energy: 1.96 eV
molecular weight: 567.3 g/mol
HOMO: -2.9 eV
maximum force: 8.91 eV/A

```
! RIJCOSX wB97M-V def2-TZVPD def2/J DEFGRID3
* xyz -1 1
Ag 0.3700 -0.2169 0.7351
C 0.9675 -1.7299 5.0376
C 1.0258 -1.2136 3.6556
C 1.6722 0.3069 3.4494
O 1.6846 0.7940 2.3234
C 2.0846 0.9478 4.7303
C 1.8326 0.4155 5.9092
C 1.2920 -0.9729 6.0916
O 1.2283 -1.5593 7.2723
O 2.2089 1.1189 6.8752
O 0.5341 -1.7634 2.6590
H 0.7252 -2.7800 5.1081
H 2.6362 1.8673 4.6010
C -1.6415 -3.4916 -1.9339
C -0.5287 -2.5252 -1.7532
C 0.4699 -2.6098 -2.9402
C 0.0037 -1.8311 -4.1773
C -0.2679 -0.4077 -3.6977
C -1.3523 -0.1956 -2.5827
N -1.0322 -1.1647 -1.4542
O -1.7942 -0.9978 -0.2824
C -1.2352 1.2498 -2.0643
C -2.7512 -0.4481 -3.1417
C 0.2505 -3.1419 -0.5717
H -2.3092 -3.2516 -2.7614
H -2.1320 -3.6835 -0.9796
H -1.1525 -4.4452 -2.1329
H 1.4268 -2.2424 -2.5695
H 0.7309 -3.6247 -3.2400
H -0.8113 -2.2124 -4.7926
H 0.8176 -1.7489 -4.8977
H -0.3652 0.2745 -4.5423
H 0.6900 -0.0769 -3.2964
H -0.7827 1.9745 -2.7412
H -2.2538 1.6371 -2.0381
H -0.8396 1.2918 -1.0495
H -3.5449 -0.2559 -2.4197
H -3.0009 0.2096 -3.9743
H -2.8778 -1.4835 -3.4577
H -0.3667 -3.1889 0.3255
H 1.1053 -2.5490 -0.2463
H 0.7305 -4.0922 -0.8053
H -2.6342 -1.1886 -0.7062
C -3.0391 3.1302 1.2999
C -2.0142 2.3724 2.1385
O -1.2145 1.6798 1.5348
C -1.9791 2.3743 3.5856
H -4.0475 2.7267 1.3915
H -2.7528 2.9541 0.2630
H -3.0118 4.2100 1.4462
H -2.7793 1.7344 3.9575
H -1.8832 3.3511 4.0597
H -1.1774 1.7683 4.0078
C 4.2674 2.6008 -1.0671
C 2.7883 3.1024 -1.1588
O 2.0691 1.9150 -1.5415
C 2.8281 0.8031 -1.1901
O 2.4195 -0.2902 -0.8951
O 4.1026 1.1273 -1.0050
F 2.7622 4.1283 -1.9813
H 4.6892 3.0914 -0.1900
H 4.7374 2.8669 -2.0139
H 2.4218 3.3591 -0.1648
*
```


(7)
The following is a DFT calculation (ωB97M-V/def2-TZVPD) of a molecular structure, C21H30Br2Cl12FN3S at a distorted geometry.

## Properties
lowest unoccupied orbital energy: -1.37 eV
molecular weight: 960.8 g/mol
HOMO: -8.2 eV
maximum force: 6.96 eV/A

```
! RIJCOSX wB97M-V def2-TZVPD def2/J DEFGRID3
* xyz 0 1
C 2.0143 -2.9139 -1.8232
C 2.2290 -2.0957 -3.2136
C 3.5637 -1.2138 -3.3238
N 1.3057 -2.1331 -4.2040
C 0.0531 -1.6430 -3.5314
C -0.0044 -0.0648 -3.2635
F 1.0241 0.8230 -3.6603
C -1.2928 0.4425 -2.5223
Br -1.3887 2.3727 -2.1182
C -2.4254 -0.5607 -2.1194
N -3.6767 -0.3190 -1.4337
S -4.5318 -1.8111 -1.2836
N -3.4544 -2.9777 -1.9948
C -2.3704 -2.1158 -2.3892
C -1.0667 -2.6209 -3.1055
Br -0.9182 -4.5726 -3.4286
H 1.2032 -2.4282 -1.1583
H 1.6624 -3.9737 -2.0693
H 2.9839 -2.9487 -1.1954
H 4.0987 -1.2498 -2.2959
H 3.3687 -0.1101 -3.5490
H 4.2790 -1.5871 -4.1505
Cl -0.9683 -1.3714 1.2118
C 0.1430 -0.6247 2.3878
C 1.5629 -0.5834 1.8694
Cl 2.2770 -2.2079 1.7490
H 0.0708 -1.1786 3.3215
H -0.2160 0.3911 2.5665
H 2.1940 -0.0083 2.5506
H 1.6147 -0.1171 0.8832
Cl -7.3825 -7.1578 -1.7686
C -8.0659 -5.5174 -1.6473
C -7.2079 -4.4862 -2.3531
Cl -5.6500 -4.2254 -1.5282
H -8.1896 -5.2801 -0.5891
H -9.0560 -5.5526 -2.1063
H -7.7229 -3.5228 -2.3675
H -6.9990 -4.7753 -3.3848
Cl -1.7471 5.6123 1.2254
C 0.0065 5.9124 1.3162
C 0.8047 4.8749 0.5530
Cl 0.7328 3.2701 1.3225
H 0.2905 5.9421 2.3697
H 0.1806 6.9019 0.8887
H 1.8573 5.1644 0.5239
H 0.4518 4.7727 -0.4751
Cl -1.8497 -1.1733 4.5504
C -2.2313 -0.9792 6.2790
C -1.5834 0.2566 6.8691
Cl 0.1895 0.1064 6.9615
H -1.9164 -1.8858 6.7990
H -3.3176 -0.9021 6.3577
H -1.9416 0.4127 7.8889
H -1.8171 1.1497 6.2866
Cl 3.6754 0.3688 -6.4136
C 2.9528 1.9892 -6.2553
C 3.7725 3.0530 -6.9573
Cl 5.3354 3.3400 -6.1517
H 2.8397 2.2064 -5.1915
H 1.9567 1.9355 -6.6990
H 3.2331 4.0025 -6.9480
H 3.9720 2.7854 -7.9966
Cl 3.8389 1.7997 4.2920
C 3.4639 1.9979 6.0227
C 4.1127 3.2345 6.6111
Cl 5.8857 3.0868 6.7020
H 3.7806 1.0921 6.5430
H 2.3777 2.0746 6.1038
H 3.7558 3.3900 7.6315
H 3.8772 4.1272 6.0287
*
```


(8)
The following is a DFT calculation (ωB97M-V/def2-TZVPD) of C21H30ClN3O3S in the gas phase.

## Properties
lowest unoccupied orbital energy: 0.73 eV
ΔE to the lowest compared entry with this formula, charge and spin: 0.4 kcal per mole
molecular weight: 440.0 g/mol
HOMO: -8.6 eV
maximum force: 0.07 eV/A
SMILES string: CC[C@H](C(=O)N[C@H]1CCCCN(C(=O)c2sc(C)cc2Cl)CC1)N1CCCC1=O

```
! RIJCOSX wB97M-V def2-TZVPD def2/J DEFGRID3
* xyz 0 1
C -4.2441 -2.8402 0.2054
C -2.8998 -2.1368 0.3313
C -2.7711 -0.9554 -0.6343
C -1.3677 -0.3427 -0.5830
O -0.5779 -0.5209 -1.5006
N -1.0757 0.3481 0.5330
C 0.2404 0.9391 0.7253
C 0.2971 2.2970 0.0236
C 1.6545 3.0031 -0.0059
C 2.8311 2.1257 -0.4595
C 3.6655 1.5265 0.6725
N 2.9572 0.6104 1.5580
C 2.9958 -0.7400 1.4535
O 2.3480 -1.4702 2.1853
C 3.8275 -1.3188 0.3494
S 3.0919 -1.8570 -1.1067
C 4.5947 -2.3901 -1.7571
C 4.6671 -3.0191 -3.1125
C 5.6135 -2.1642 -0.8858
C 5.1631 -1.5495 0.3150
Cl 6.2290 -1.1043 1.6000
C 2.0440 1.1608 2.5546
C 0.5580 0.9525 2.2172
N -3.8326 0.0406 -0.4824
C -4.7348 0.3295 -1.5912
C -5.5435 1.5270 -1.0856
C -5.5206 1.3546 0.4320
C -4.2376 0.5890 0.6888
O -3.6678 0.4767 1.7654
H -4.2942 -3.7036 0.8684
H -5.0664 -2.1744 0.4756
H -4.4143 -3.1915 -0.8151
H -2.7470 -1.7988 1.3554
H -2.0865 -2.8265 0.0939
H -2.8653 -1.3360 -1.6517
H -1.7929 0.4420 1.2456
H 0.9352 0.2647 0.2224
H -0.0231 2.1240 -1.0075
H -0.4477 2.9547 0.4839
H 1.5592 3.8481 -0.6910
H 1.8817 3.4472 0.9672
H 2.4753 1.3262 -1.1169
H 3.5213 2.7273 -1.0568
H 4.5228 1.0041 0.2541
H 4.0618 2.3346 1.2944
H 5.7019 -3.2614 -3.3499
H 4.0841 -3.9397 -3.1559
H 4.2889 -2.3483 -3.8847
H 6.6451 -2.4220 -1.0756
H 2.2506 0.6811 3.5120
H 2.2849 2.2169 2.6547
H -0.0295 1.7286 2.7185
H 0.2494 -0.0095 2.6254
H -4.1676 0.5539 -2.4947
H -5.3731 -0.5373 -1.7970
H -5.0337 2.4510 -1.3607
H -6.5458 1.5550 -1.5075
H -5.5320 2.2825 0.9986
H -6.3479 0.7353 0.7893
*
```